[1]
67
Properties=species:S:1:pos:R:3:forces:R:3:mulliken_charge:R:1 method="wB97M-V/def2-TZVPD" homo_ev=-11.62 charge=+1 lumo_energy_ev=-5.2 total_energy_ha=-3434.73538 homo_lumo_gap_ev=6.469
N -1.9097 3.3005 0.6397 -0.42 -0.20 -0.32 -0.4490
C -2.4306 1.9590 0.2821 0.86 -0.05 -0.18 -0.3807
C -1.2246 1.0686 -0.3195 -0.70 0.51 0.36 0.1259
P -0.3758 -0.0093 1.0079 -0.49 -0.13 -3.24 0.0004
S 0.8656 1.1760 2.3607 -2.66 0.68 7.10 0.9407
O 0.0669 2.3545 2.7949 2.23 -2.28 -2.53 -0.5201
O 1.1466 0.2888 3.5438 0.20 1.60 -4.12 -0.5167
C 2.4053 1.5804 1.3951 2.43 -1.47 -2.15 0.6671
F 3.2525 0.4525 1.5236 -1.90 2.51 0.01 -0.2215
F 2.1286 1.6590 0.0014 -0.09 0.09 2.92 -0.2446
C 3.1843 2.8915 1.8552 1.73 1.99 1.64 0.3900
F 2.3773 4.0091 2.0588 0.97 -2.50 -0.52 -0.2149
F 3.8929 2.6809 3.0608 -1.91 -0.25 -2.38 -0.2486
C 4.3151 3.3541 0.7882 0.75 0.56 -1.46 0.6377
F 4.9205 2.2859 0.1408 -1.33 1.91 1.33 -0.2188
F 5.3090 4.0798 1.4152 -2.42 -1.38 -1.34 -0.2025
F 3.6622 4.1409 -0.1848 1.61 -1.63 2.10 -0.2216
H -1.1458 3.6061 0.0288 -0.58 -0.18 0.18 0.1876
H -2.6482 4.0199 0.6179 0.59 -0.63 0.06 0.2636
H -2.7927 1.4378 1.2323 -0.03 0.76 -1.35 0.3009
H -3.2438 2.0253 -0.5152 0.90 -0.47 1.11 0.3489
H -1.6598 0.4158 -1.1441 0.93 0.28 1.37 -0.1866
H -0.4288 1.7149 -0.8216 -0.97 -1.06 0.95 0.1300
H 0.5101 -0.8727 0.2557 -0.48 0.41 0.83 0.2928
H -1.2970 -0.8451 1.7117 0.63 0.55 0.14 0.3274
C 0.8690 2.4132 -4.3139 -0.55 -0.25 0.58 -1.0601
C 1.2309 3.2055 -5.3277 1.53 -0.44 -0.25 0.3663
C 0.2802 4.1897 -5.9229 -0.62 0.56 -0.34 0.8609
O 0.6498 4.9066 -6.8309 0.25 -0.34 0.23 -0.5648
C -1.0807 4.2448 -5.3792 0.19 0.08 -0.15 -0.8070
C -1.4406 3.4505 -4.3696 -1.08 0.39 0.03 0.3975
C -0.4811 2.4869 -3.7579 0.84 -0.17 -0.33 0.8019
O -0.8433 1.7855 -2.8178 -0.25 0.30 -0.52 -0.4206
O -2.6995 3.4878 -3.8561 1.11 -0.41 0.04 -0.6012
O 2.4748 3.1481 -5.8550 -1.42 0.46 0.21 -0.5578
H 1.5492 1.6971 -3.8721 0.01 0.03 -0.05 0.4843
H -1.7664 4.9495 -5.8301 0.01 -0.02 0.02 0.4475
H -2.7084 2.8256 -3.1414 -0.12 0.08 -0.12 0.2748
H 2.4866 3.8161 -6.5687 0.12 -0.06 0.01 0.3590
C 3.2612 -4.6647 5.7830 0.22 0.20 0.15 -0.9192
C 2.3843 -4.7256 4.7784 -0.33 -1.18 0.23 0.3503
C 2.1526 -3.5604 3.8770 0.14 0.70 -0.19 1.0394
O 1.3558 -3.6577 2.9557 -0.06 -0.19 0.13 -0.6415
C 2.8977 -2.3287 4.1414 -0.29 -0.33 -0.32 -0.8073
C 3.7724 -2.2648 5.1478 0.38 1.33 -0.19 0.2365
C 4.0250 -3.4382 6.0328 0.05 -0.75 0.48 0.8194
O 4.8430 -3.3487 6.9287 -0.11 0.35 -0.29 -0.5916
O 4.4679 -1.1298 5.4065 -0.36 -1.25 0.17 -0.5516
O 1.6668 -5.8530 4.5347 0.31 1.18 -0.26 -0.5652
H 3.4404 -5.5031 6.4426 0.00 0.02 -0.03 0.4296
H 2.7067 -1.4873 3.4914 0.05 -0.04 0.08 0.5163
H 5.0306 -1.3399 6.1773 0.00 0.09 -0.05 0.3597
H 1.1099 -5.6447 3.7613 0.03 -0.13 0.07 0.3399
C -5.0499 -2.8024 -2.9417 -0.18 -0.13 0.06 -0.6931
C -3.8396 -2.3036 -2.6848 -0.05 0.68 -0.91 0.2631
C -3.0222 -2.7959 -1.5388 -0.12 -0.65 0.60 1.0068
O -1.9084 -2.3258 -1.3465 0.01 0.51 -0.06 -0.6346
C -3.5965 -3.8305 -0.6782 0.54 0.48 -0.15 -1.0479
C -4.8101 -4.3291 -0.9320 -0.14 -1.03 1.17 0.3725
C -5.6171 -3.8564 -2.0940 -0.44 0.28 -0.68 0.9006
O -6.7092 -4.3456 -2.3045 0.30 -0.07 0.35 -0.5649
O -5.3564 -5.2842 -0.1444 0.09 0.97 -1.11 -0.5469
O -3.2992 -1.3239 -3.4599 0.06 -0.63 0.96 -0.5991
H -5.6518 -2.4554 -3.7710 0.03 -0.02 0.01 0.4463
H -3.0001 -4.1659 0.1596 -0.02 -0.05 -0.04 0.4625
H -6.2310 -5.4764 -0.5361 0.03 -0.09 0.10 0.3574
H -2.4235 -1.1392 -3.0725 -0.03 -0.05 -0.20 0.2944

[2]
26
Properties=species:S:1:pos:R:3:forces:R:3:mulliken_charge:R:1 method="wB97M-V/def2-TZVPD" homo_ev=-9.24 relative_energy_kcal_mol=0.0 lumo_energy_ev=0.3 total_energy_ha=-1288.30714 homo_lumo_gap_ev=9.553
C -3.0710 0.4602 0.3801 -1.28 -1.33 -0.37 -1.9616
C -1.6278 0.5264 0.6590 2.48 -0.34 1.78 0.2184
C -0.6458 1.1818 -0.3280 -1.92 -1.36 -2.67 -0.0727
O 0.3453 2.0452 0.2190 -1.59 0.38 0.01 -0.3922
S 1.7729 1.4309 0.1440 2.34 -0.47 0.18 1.1426
O 2.5444 1.9920 -0.9275 -1.02 -0.35 -0.37 -0.6164
O 2.3898 1.5023 1.4223 -0.26 0.37 0.90 -0.5476
C 1.2196 -0.2467 -0.1181 2.83 -1.64 -3.59 0.2421
C 2.6367 -1.0258 -0.9537 -3.29 0.46 0.31 -0.9204
I 4.4673 -0.6043 0.0553 -0.18 -0.65 -0.40 0.1109
C 0.5449 -0.8161 1.0924 -0.23 -0.53 -0.61 -1.0975
C -0.9302 -0.9116 0.6934 -1.90 -0.41 1.09 -0.3145
N -0.9904 -1.1180 -0.7301 0.90 0.80 -0.69 -0.5399
C 0.0040 -0.1069 -1.0418 0.26 1.65 -0.38 -0.6774
H -3.5849 1.3633 0.2347 -0.39 1.72 0.42 0.4928
H -3.6173 -0.1549 1.0920 0.20 0.39 0.86 0.3891
H -3.3986 -0.0681 -0.4818 0.67 -0.63 -1.40 0.4056
H -1.4748 1.1474 1.5420 -0.04 -0.46 0.62 0.4173
H -1.2235 1.6549 -1.1283 0.38 0.71 0.32 0.5028
H 2.5849 -0.5233 -1.9594 0.47 -0.43 1.14 0.4363
H 2.4260 -2.1456 -1.1162 0.45 1.75 0.66 0.4527
H 0.6847 -0.0663 1.8056 0.22 0.37 2.11 0.3911
H 0.8944 -1.8016 1.3551 0.47 -0.08 0.38 0.3709
H -1.4117 -1.7933 1.2009 -0.02 1.31 -0.09 0.5595
H -0.7402 -2.0358 -1.0168 0.45 -0.81 -0.32 0.3112
H 0.2014 0.1137 -2.0943 0.00 -0.38 0.13 0.6972

[3]
59
Properties=species:S:1:pos:R:3:forces:R:3:mulliken_charge:R:1 method="wB97M-V/def2-TZVPD" homo_ev=-11.83 charge=+1 lumo_energy_ev=-5.7 total_energy_ha=-4606.76753 homo_lumo_gap_ev=6.143
C -1.7715 -3.5323 1.7536 0.28 0.25 -0.57 -0.8719
C -1.8573 -1.9111 1.5376 -0.12 -2.28 1.34 -0.2751
N -0.4761 -1.3779 1.7492 -0.55 0.61 -1.85 -0.1145
C 0.0570 -0.5824 0.6141 1.78 0.47 -1.06 -0.0548
C -0.8722 0.5306 -0.0944 -1.08 -0.43 0.50 -1.3426
C 0.6869 -1.3642 -0.6709 -1.02 0.32 -1.71 -0.4567
C -0.0032 -2.7080 -1.2012 1.40 -0.51 -0.11 -0.2317
C 0.2020 -2.9165 -2.8138 -1.18 -0.70 0.75 -0.1909
N -1.1611 -3.1918 -3.4253 0.20 0.52 1.16 -0.7635
N 2.1968 -1.4269 -0.5045 -1.20 -2.02 2.90 -0.3425
C 2.4100 -1.1029 0.9239 -2.30 2.17 -2.62 0.0092
N 3.3067 -1.6370 1.7955 -0.60 0.74 -1.28 -0.2719
N 1.3766 -0.0910 1.2022 0.80 0.37 0.80 0.2504
C 1.7282 1.3421 0.9889 2.02 1.07 1.40 -0.4794
C 0.9804 2.3439 2.0335 -0.82 -0.80 -1.66 0.0272
F 0.6510 3.5308 1.2566 0.76 -1.51 1.47 -0.2945
H -2.6945 -3.9186 2.3061 1.34 0.40 -0.93 0.3400
H -0.8120 -3.7947 2.3289 -1.60 0.49 -0.64 0.2256
H -1.6487 -4.0349 0.7186 -0.46 0.63 1.79 0.1589
H -2.5240 -1.5268 2.3809 0.61 -0.22 -1.55 0.4570
H -2.2823 -1.7667 0.4926 0.57 0.38 1.61 0.1123
H -0.3745 -0.8824 2.6522 -0.10 -0.20 -1.09 0.3187
H -1.4879 1.1576 0.6488 1.13 -0.83 -1.09 0.3100
H -1.6576 -0.0663 -0.7017 1.32 0.94 0.94 0.3543
H -0.3315 1.1878 -0.8522 -0.63 -0.85 1.26 0.3948
H 0.5962 -0.6467 -1.5560 -0.29 -0.81 1.28 0.6252
H -1.1273 -2.7778 -1.0250 1.60 0.56 0.02 0.0536
H 0.4806 -3.5983 -0.6601 -0.74 1.24 -0.64 0.2258
H 0.6656 -2.0049 -3.3200 -0.52 -1.32 0.67 0.3243
H 0.8107 -3.8662 -2.9863 -0.69 1.72 0.13 -0.0731
H -1.6026 -3.9439 -2.8509 0.52 0.61 -0.79 0.2784
H -1.7796 -2.3686 -3.2492 0.70 -0.76 -0.34 0.2871
H 2.6006 -0.7225 -1.1469 0.50 -0.63 0.98 0.4076
H 4.0041 -1.0340 2.2622 -1.19 -0.53 0.35 0.2804
H 3.2435 -2.6521 2.0112 0.71 0.96 -0.94 0.2889
H 1.6455 1.7018 -0.0985 -0.24 -0.58 1.55 0.2726
H 2.8534 1.4408 1.2542 -1.64 -0.18 -0.59 0.4112
H 1.6266 2.5811 2.9502 -1.14 -0.12 -1.54 0.0499
H -0.0296 1.8609 2.2972 1.63 0.90 -0.03 0.2274
C -1.2479 5.4396 -0.4995 0.29 0.27 0.14 0.0363
Cl -1.0228 6.2869 -2.0337 0.01 0.00 0.08 -0.1492
Cl -2.4150 4.1207 -0.6635 0.01 -0.17 0.18 -0.1622
H -0.2926 5.0279 -0.1786 -0.22 0.00 -0.15 0.0027
H -1.6150 6.1454 0.2446 -0.06 -0.13 -0.20 0.3112
C 3.2748 -5.6797 -3.9055 0.07 -0.35 -0.24 -0.3298
Cl 3.2684 -4.4951 -2.5916 0.24 -0.03 0.24 -0.1118
Cl 2.6098 -4.9901 -5.3899 0.02 -0.08 0.06 -0.1317
H 4.3005 -5.9967 -4.0904 -0.16 0.18 0.04 0.3220
H 2.6703 -6.5368 -3.6115 0.03 0.23 -0.02 0.2681
C -5.0205 4.8476 -3.1205 0.17 0.09 0.15 0.0765
Cl -4.7930 5.6943 -4.6551 0.07 0.05 0.07 -0.1524
Cl -6.1876 3.5296 -3.2838 0.01 -0.05 0.12 -0.1635
H -4.0647 4.4356 -2.7989 -0.22 0.06 -0.19 -0.0292
H -5.3867 5.5547 -2.3770 -0.03 -0.11 -0.20 0.2655
C 1.6475 4.1973 5.9034 0.14 0.37 0.02 -0.2238
Cl 2.6647 4.1109 7.3446 -0.04 0.06 -0.13 -0.1364
Cl 0.7838 2.6760 5.6370 -0.10 -0.07 -0.08 -0.1530
H 0.9203 4.9984 6.0305 0.07 -0.23 0.05 0.3034
H 2.2767 4.4034 5.0381 -0.06 -0.11 0.17 0.2297

[4]
42
Properties=species:S:1:pos:R:3:forces:R:3:mulliken_charge:R:1 method="wB97M-V/def2-TZVPD" homo_ev=-2.67 charge=-1 relative_energy_kcal_mol=9.1 lumo_energy_ev=2.5 total_energy_ha=-2107.32580 homo_lumo_gap_ev=5.184
Ca -4.3155 -3.5306 19.1203 -0.61 -0.97 -0.61 2.1057
O -8.5820 -3.3137 20.6324 -0.04 -0.10 0.05 -0.5274
C -7.2242 -3.5917 20.7113 1.05 -2.11 0.35 0.4786
O -6.4512 -2.9713 19.9372 -0.65 0.96 -0.02 -0.6168
O -6.9308 -4.5280 21.4856 -0.37 1.32 -0.14 -0.6605
H -8.8697 -4.0861 21.1538 -0.36 0.49 -0.10 0.2998
C -4.5350 -6.2636 19.0172 -2.41 0.41 1.84 0.9244
O -5.3499 -7.2306 18.9994 1.20 0.05 -1.03 -0.8187
O -4.2789 -5.6384 20.1204 1.02 0.13 1.06 -0.8315
O -4.1228 -5.5847 17.9824 0.56 -0.19 -2.23 -1.0269
C -6.3611 -3.5851 16.4224 -1.15 -2.03 0.35 0.6413
O -5.3262 -3.0644 16.8081 0.00 0.79 -0.37 -0.6143
N -7.3526 -2.9344 15.7172 0.69 1.83 0.07 -0.4605
N -6.6782 -4.8892 16.6874 1.22 1.42 -0.49 -0.3328
H -7.1913 -1.9453 15.6065 -0.08 -0.14 -0.05 0.2354
H -8.1024 -3.3188 15.1832 0.09 -0.58 0.09 0.1436
H -5.8907 -5.3806 17.1344 -0.39 -0.67 0.29 0.2233
H -7.6505 -5.1066 16.6578 -0.02 -0.70 0.35 0.1606
C -5.0710 -0.0910 18.7522 -0.70 -1.12 0.97 0.3138
O -4.4308 -1.1348 18.7611 0.51 0.97 -0.71 -0.2513
N -4.6463 1.0865 18.2036 0.17 -0.38 -0.24 -0.4986
N -6.3033 -0.0690 19.3178 -0.85 -0.27 0.38 -0.2630
H -3.6980 1.0484 17.8708 0.01 0.43 0.18 0.2673
H -5.0675 1.9168 18.5739 0.33 0.30 -0.21 0.1785
H -6.6829 -0.9639 19.6255 0.44 -0.32 -0.01 0.1927
H -6.8687 0.7241 19.5557 0.31 0.34 -0.39 0.1381
C -0.9666 -3.7422 18.5147 -1.07 -0.56 -1.20 0.4267
O -2.0131 -3.1081 18.6262 1.10 0.50 0.81 -0.5981
N -0.9950 -5.0225 18.0487 -0.11 -0.31 0.57 -0.3810
N 0.2734 -3.2550 18.7927 0.21 0.80 0.30 -0.4341
H -1.9310 -5.4391 18.1009 -0.16 0.03 -0.61 0.2218
H -0.3488 -5.3007 17.3347 0.02 -0.23 0.08 0.1870
H 1.1070 -3.7480 18.5413 -0.05 -0.24 0.07 0.1536
H 0.3650 -2.2917 19.0628 -0.14 0.00 -0.16 0.2366
C -3.3032 -3.0052 22.2748 0.91 0.33 0.35 0.5194
O -3.5386 -2.8445 21.0887 -0.03 0.09 1.15 -0.6167
N -4.1664 -2.7006 23.2808 -1.30 0.25 -0.65 -0.4186
N -2.0706 -3.4090 22.6982 0.21 0.10 -0.13 -0.4224
H -3.9797 -2.6076 24.2572 0.44 -0.36 0.02 0.1523
H -5.1369 -2.6742 23.0030 0.04 -0.01 -0.04 0.2429
H -1.8335 -3.4713 23.6678 -0.01 -0.21 0.02 0.1344
H -1.3891 -3.6295 21.9957 -0.03 -0.03 0.00 0.1950

[5]
8
Properties=species:S:1:pos:R:3:forces:R:3:mulliken_spin:R:1 method="wB97M-V/def2-TZVPD" homo_ev="-23.34 / -22.38" charge=+3 relative_energy_kcal_mol=44.1 spin_multiplicity=3 lumo_energy_ev="-15.8 / -17.0" total_energy_ha=-1349.71212 homo_lumo_gap_ev="7.532 / 5.424"
O -0.1791 0.9612 0.9078 -0.35 -0.53 0.61 0.3506
C 0.7253 0.3010 0.2442 2.62 0.27 0.80 0.0206
C -1.6304 -0.3933 -0.0143 -2.24 -2.73 -0.25 0.1512
O 1.8881 0.5171 -0.0015 -1.15 -0.75 -0.55 -0.0139
C -0.3885 -0.5700 0.4711 1.02 2.56 -0.28 0.4348
Tm 3.8803 0.1894 -1.2236 0.66 0.16 -0.07 1.0008
H -1.8190 -0.6490 -1.0592 -0.26 0.20 -0.37 0.0428
H -2.4768 -0.3564 0.6755 -0.31 0.81 0.11 0.0132

[6]
19
Properties=species:S:1:pos:R:3:forces:R:3:mulliken_charge:R:1 method="wB97M-V/def2-TZVPD" homo_ev=-3.21 charge=-1 relative_energy_kcal_mol=24.1 lumo_energy_ev=3.3 total_energy_ha=-1140.68444 homo_lumo_gap_ev=6.516
C 2.7853 0.1750 0.4534 2.55 -1.86 1.65 -0.7298
O 1.8471 -0.5411 1.1579 -1.29 -0.60 0.85 -0.2832
P 0.6687 -1.5514 0.3846 1.64 0.66 -0.66 0.1041
O 1.3629 -1.9765 -0.9094 -0.50 -0.30 0.61 -0.6659
C -0.5908 -0.1687 -0.3002 2.86 -0.01 -4.59 0.3978
C 0.1565 0.5523 -1.8665 -2.88 -2.32 2.01 -1.2425
N -0.7840 0.7703 0.6404 0.18 1.63 1.92 -0.4639
C -1.7984 0.6326 1.3953 -0.28 -1.61 -2.76 -0.4142
C -2.8773 -0.2519 0.8575 -2.22 -2.72 -0.40 -0.3970
S -2.0520 -1.2174 -0.5413 -1.15 0.91 0.61 -0.2356
H 3.1826 -0.4270 -0.3166 -0.21 -0.33 -2.00 0.3118
H 3.7671 0.2438 1.0162 -1.02 0.33 0.41 0.2591
H 2.4905 1.1354 0.2184 -0.76 2.07 -0.93 0.2648
H 0.8790 -0.1158 -2.3160 -0.51 -0.70 -0.09 0.3325
H 0.7066 1.3481 -1.5535 1.54 2.40 1.46 0.4389
H -0.6112 0.9896 -2.5252 0.01 -0.76 0.15 0.3764
H -1.9944 1.1642 2.2453 -0.09 1.68 2.09 0.4756
H -3.3849 -1.0560 1.5600 1.24 1.67 -0.98 0.2376
H -3.7532 0.2945 0.3997 0.90 -0.14 0.64 0.2333